Entry 1:
DFT (ωB97M-V/def2-TZVPD) results for a 2-piece molecular cluster, C16H30ClNO6P2 overall.

Its net charge is -2. The calculation puts the HOMO energy at 1.787 eV. Its LUMO energy is 0.1146 Eh.

CARTESIAN COORDINATES (ANGSTROEM)
C -4.299 -1.614 -1.109
C -3.545 -2.118 -1.910
C -2.682 -2.667 -2.940
C -1.233 -2.820 -2.452
C -0.402 -1.546 -2.508
N -0.557 -0.735 -1.228
C 0.733 -0.866 -0.474
C 0.760 -0.063 0.832
C 1.890 1.019 0.668
C 3.275 0.389 0.612
C 1.749 2.178 1.689
C 3.061 2.754 2.207
P 0.913 -1.129 2.393
O 1.959 -0.351 3.355
Cl 1.959 -2.904 1.871
C -0.602 0.654 0.990
C -0.930 1.532 -0.223
C -0.868 0.688 -1.523
C -2.187 0.894 -2.277
O -2.147 2.141 -2.941
C -1.398 2.076 -4.139
H -5.057 -1.220 -0.494
H -2.724 -2.088 -3.857
H -3.049 -3.671 -3.145
H -1.280 -3.211 -1.435
H -0.744 -3.582 -3.055
H -0.585 -0.941 -3.386
H 0.631 -1.870 -2.572
H -1.315 -1.197 -0.727
H 1.492 -0.467 -1.137
H 0.918 -1.934 -0.365
H 1.721 1.449 -0.327
H 3.499 -0.218 1.481
H 3.323 -0.291 -0.241
H 4.064 1.118 0.457
H 1.190 1.850 2.559
H 1.166 2.973 1.224
H 3.695 1.986 2.634
H 3.596 3.359 1.477
H 2.814 3.411 3.040
H 2.702 -0.938 3.547
H -0.673 1.175 1.937
H -1.351 -0.143 1.055
H -1.887 2.031 -0.129
H -0.178 2.314 -0.270
H -0.033 1.064 -2.102
H -3.016 0.914 -1.581
H -2.369 0.140 -3.046
H -0.322 1.970 -3.975
H -1.747 1.268 -4.783
H -1.535 3.032 -4.634
O -0.558 -1.710 7.422
P 0.174 -1.168 6.177
O 1.474 -1.983 5.957
O 0.492 0.330 6.393
O -0.700 -1.302 4.905

=====

Entry 2:
DFT (ωB97M-V/def2-TZVPD) results for C16H30F12Na4O18S4 as an isolated structure.

Its net charge is 0. The calculation puts the HOMO energy at -7.906 eV. Its LUMO energy is -0.1254 Eh.

CARTESIAN COORDINATES (ANGSTROEM)
Na -3.211 5.471 1.662
Na 1.053 2.172 4.114
Na -2.791 7.114 -4.048
Na -7.065 -1.506 -1.892
C 4.815 6.738 0.035
F 5.337 6.320 1.114
F 5.403 7.843 -0.352
F 4.922 5.825 -0.960
S 2.911 7.147 0.324
O 2.941 8.472 0.963
O 2.318 7.109 -1.052
O 2.338 6.132 1.207
C 0.564 0.440 -3.843
F 0.019 0.720 -5.055
F 0.830 -0.845 -3.730
F 1.608 1.238 -3.644
S -0.892 0.855 -2.582
O -0.218 0.810 -1.295
O -1.442 2.131 -2.941
O -1.782 -0.320 -2.727
C -6.624 0.249 5.746
F -5.735 -0.716 6.057
F -7.727 -0.338 5.407
F -6.783 1.033 6.810
S -5.982 1.185 4.147
O -4.557 1.491 4.244
O -6.342 0.188 3.084
O -6.789 2.390 4.002
C -9.047 5.924 -4.549
F -10.252 5.404 -5.010
F -7.990 5.639 -5.375
F -8.955 7.193 -4.274
S -8.763 4.957 -2.848
O -9.858 5.392 -1.978
O -8.679 3.510 -3.085
O -7.550 5.508 -2.306
C 9.846 -0.330 -4.192
O 9.748 -0.479 -2.778
C 8.365 -0.789 -2.304
C 8.253 -0.658 -0.820
O 9.274 -1.321 -0.125
C 8.946 -1.536 1.333
H 10.852 -0.002 -4.455
H 9.066 0.283 -4.645
H 9.756 -1.352 -4.562
H 8.091 -1.718 -2.803
H 7.740 -0.061 -2.822
H 7.399 -1.323 -0.690
H 7.806 0.224 -0.362
H 8.136 -2.262 1.400
H 8.679 -0.608 1.838
H 9.766 -1.893 1.955
C 1.468 -2.836 4.671
O 2.002 -1.880 5.573
C 2.978 -2.382 6.366
C 3.378 -1.181 7.234
O 3.964 -0.090 6.457
C 4.408 0.996 7.151
H 2.188 -3.217 3.947
H 0.641 -2.293 4.215
H 1.047 -3.711 5.166
H 3.765 -2.923 5.839
H 2.573 -3.072 7.107
H 4.092 -1.504 7.992
H 2.506 -0.873 7.811
H 3.629 1.594 7.625
H 4.828 1.636 6.375
H 5.138 0.768 7.927
C -5.028 -5.544 -1.629
O -6.118 -5.494 -2.594
C -5.928 -6.504 -3.604
C -6.484 -5.857 -4.993
O -6.003 -4.539 -5.150
C -4.662 -4.384 -5.656
H -5.049 -6.419 -0.980
H -5.031 -4.714 -0.923
H -4.049 -5.462 -2.100
H -6.280 -7.498 -3.327
H -4.845 -6.550 -3.724
H -7.557 -5.674 -4.948
H -6.322 -6.487 -5.867
H -3.871 -4.655 -4.956
H -4.613 -3.304 -5.792
H -4.510 -4.993 -6.548

=====

Entry 3:
DFT (ωB97M-V/def2-TZVPD) results for C16H30F6O8 as an isolated structure.

Its net charge is 0. The calculation puts the HOMO energy at -8.242 eV. Its LUMO energy is -0.0140 Eh.

CARTESIAN COORDINATES (ANGSTROEM)
C 12.775 -1.049 19.284
O 14.135 -0.495 19.454
C 14.518 0.589 18.573
C 14.558 0.193 17.082
O 15.403 1.025 16.243
C 14.811 2.114 15.660
H 12.555 -1.665 20.157
H 12.729 -1.789 18.486
H 11.954 -0.337 19.191
H 15.504 0.915 18.903
H 13.921 1.498 18.635
H 13.540 0.039 16.726
H 15.036 -0.786 17.061
H 14.056 1.878 14.910
H 15.471 2.827 15.166
H 14.211 2.698 16.358
C 14.410 2.757 20.414
O 15.555 2.882 19.540
C 16.750 2.528 20.047
C 17.877 2.999 19.152
O 17.991 2.401 17.860
C 16.925 2.493 16.903
H 14.179 1.788 20.856
H 13.523 3.108 19.888
H 14.672 3.419 21.240
H 16.781 1.438 20.076
H 16.983 2.711 21.096
H 18.815 2.806 19.672
H 17.864 4.088 19.105
H 17.261 1.884 16.064
H 16.637 3.477 16.532
H 15.965 2.062 17.186
C 8.389 5.050 19.333
C 9.743 4.355 19.490
O 9.682 3.046 18.835
C 10.830 2.264 18.751
O 11.871 2.510 19.387
C 10.655 0.845 18.071
F 11.545 0.696 17.096
F 11.050 -0.011 18.956
F 9.417 0.545 17.649
H 7.718 4.355 19.836
H 7.988 5.045 18.319
H 8.244 6.047 19.750
H 10.031 4.295 20.539
H 10.543 4.919 19.011
C 16.168 -1.708 17.941
C 16.840 -0.839 19.044
O 18.013 -0.455 18.359
C 18.978 0.273 19.009
O 18.916 0.497 20.184
C 20.204 0.646 18.079
F 20.815 1.773 18.491
F 21.090 -0.365 18.044
F 19.734 0.737 16.840
H 15.152 -1.830 18.316
H 16.721 -2.638 17.813
H 16.106 -1.215 16.971
H 16.991 -1.543 19.863
H 16.309 0.015 19.465